Record 1
This record from the Open Molecules 2025 dataset describes a 2-piece molecular cluster, CHClN2 overall in a non-equilibrium geometry. The level of theory is ωB97M-V with the def2-TZVPD basis set.

```
5
Properties=species:S:1:pos:R:3
C -1.5384 -0.0867 0.3354
N -2.2489 0.5022 -0.3634
N 1.7722 -0.5277 -0.7303
Cl 2.6820 0.5888 -0.0367
H -0.6668 -0.4766 0.7950
```

Properties
Charge: 0
Energy above the lowest of the compared OMol25 structures with the same formula, charge and spin in kJ/mol: 250.78
Gap between HOMO and LUMO (alpha / beta) in eV: 8.751 / 8.767
HOMO energy (alpha / beta) in eV: -10.289 / -10.296


Record 2
This record from the Open Molecules 2025 dataset describes a 2-piece molecular cluster, CHClN2O3 overall in a non-equilibrium geometry. The level of theory is ωB97M-V with the def2-TZVPD basis set.

```
8
Properties=species:S:1:pos:R:3
C -1.9781 0.1567 0.0982
N -2.2557 -0.8669 0.6103
N 0.3296 -0.0241 0.9599
O -0.0015 -0.2084 2.0859
O -2.3372 -2.0532 0.7786
O 0.8845 -0.7886 0.2267
Cl -2.2085 1.7463 -0.2977
H 0.2381 1.0638 0.5016
```

Properties
Charge: 0
Structure (SMILES): [O-][N+]#CCl.O=[NH+][O-]
Energy above the lowest of the compared OMol25 structures with the same formula, charge and spin in kJ/mol: 147.72
Gap between HOMO and LUMO in eV: 9.841
HOMO energy in eV: -10.129


Record 3
This record from the Open Molecules 2025 dataset describes an isolated ion of composition CHClN4OP and charge -1 in a non-equilibrium geometry. The level of theory is ωB97M-V with the def2-TZVPD basis set.

```
9
Properties=species:S:1:pos:R:3
C -0.4225 1.1522 0.8646
N 0.6043 -1.8018 -1.6225
N -0.2599 -2.0793 -0.8670
N -0.9579 2.2444 0.9380
N 1.4078 -1.5405 -2.3675
O -0.3625 -1.4622 1.4998
P -0.9791 -0.7747 0.3723
Cl 1.3319 1.0842 0.4590
H -0.3621 3.1777 0.7233
```

Properties
Charge: -1
Energy above the lowest of the compared OMol25 structures with the same formula, charge and spin in kJ/mol: 305.55
Gap between HOMO and LUMO in eV: 7.605
HOMO energy in eV: -3.782